No. 1
This record from the Open Molecules 2025 dataset describes C19H10AlF5N3O3S as an isolated structure. The level of theory is ωB97M-V with the def2-TZVPD basis set.

Computed properties:
- relative energy (zero: lowest compared OMol25 entry of this formula, charge and spin) (eV) = 0.000
- LUMO (alpha / beta) (eV) = -13.48 / -13.48
- 2S+1 = 1
- frontier orbital gap (alpha / beta) (eV) = 3.78 / 3.78
- net charge = +3

```
42
C19H10AlF5N3O3S (ωB97M-V with the def2-TZVPD basis set)
Al -0.56303 0.97967 -0.55051
O -3.76985 -2.78980 5.32549
C -2.53570 -2.80728 4.81883
O -1.73610 -3.64722 5.08950
C -2.11516 -1.67891 3.90514
C -2.11589 -1.88427 2.52721
C -1.55402 -0.92821 1.70380
C -1.00372 0.22695 2.24620
C -1.03401 0.46096 3.61660
C -1.58555 -0.50348 4.44020
N -0.42134 1.13817 1.31330
C 0.23559 2.21083 1.59798
C 0.72363 3.04384 0.48968
C 1.38822 4.23120 0.67154
C 1.77654 4.95900 -0.46053
C 1.48583 4.46947 -1.72129
C 0.81147 3.26332 -1.83941
N 0.43599 2.56083 -0.75888
H -4.26865 -2.00441 5.06493
H -2.52763 -2.79553 2.11457
H -1.52840 -1.10852 0.62650
H -0.64179 1.36635 4.05872
H -1.59209 -0.34903 5.51161
H 0.42666 2.51424 2.62207
H 1.59869 4.59360 1.66950
H 2.29747 5.90163 -0.34591
H 1.76992 5.00793 -2.61494
H 0.56182 2.85504 -2.81077
F 3.07221 -4.15945 -3.09141
C 2.15326 -3.30684 -2.82855
C 2.40820 -2.33656 -1.81563
F 3.55344 -2.34477 -1.19771
C 1.42378 -1.43621 -1.55118
F 1.54780 -0.45837 -0.62663
C 0.18747 -1.46288 -2.24817
S -2.16880 -0.07423 -2.29266
C -0.03570 -2.44427 -3.24877
F -1.19697 -2.41431 -3.85216
C 0.94142 -3.36376 -3.54637
F 0.77843 -4.27213 -4.46091
O -2.24674 1.11312 -1.30770
N -0.69453 -0.51580 -1.89774
```



No. 2
This record from the Open Molecules 2025 dataset describes C19H10F5N6PtS as an isolated structure. The level of theory is ωB97M-V with the def2-TZVPD basis set.

Computed properties:
- LUMO (eV) = -4.61
- 2S+1 = 1
- frontier orbital gap (eV) = 6.04
- net charge = +1

```
42
C19H10F5N6PtS (ωB97M-V with the def2-TZVPD basis set)
Pt -0.06416 0.05263 -0.10525
F 6.67871 2.84673 -0.24657
C 5.44070 2.48385 -0.55066
C 4.68646 1.74424 0.35882
F 5.19753 1.38929 1.53697
C 3.38895 1.37637 0.03649
F 2.68752 0.66709 0.92806
C 2.78963 1.72291 -1.17656
S 1.14841 1.33215 -1.60362
C 3.57433 2.45729 -2.08180
F 3.04884 2.79786 -3.25498
C 4.87823 2.83642 -1.78073
F 5.59092 3.53628 -2.65633
N -3.43834 -2.25957 1.73223
C -2.21143 -1.74805 1.89693
N -1.87238 -1.09278 0.81013
C -2.94831 -1.22918 -0.01246
N -3.91105 -1.93700 0.53479
C -2.96844 -0.62124 -1.32234
C -4.10974 -0.63613 -2.13320
N -4.10802 -0.06273 -3.31644
C -3.00194 0.53761 -3.71185
C -1.85250 0.55265 -2.91894
N -1.84204 -0.02906 -1.73203
H -3.99315 -2.81607 2.36724
H -1.61113 -1.85787 2.77509
H -5.01818 -1.11991 -1.80622
H -3.02285 1.01212 -4.68210
H -0.94378 1.02782 -3.25540
N 0.65364 -0.64705 1.84448
C 0.96245 -0.98493 2.90199
C 1.27194 -1.45301 4.18530
C 2.06650 -2.59842 4.33017
C 2.35048 -3.07318 5.59554
C 1.85395 -2.42060 6.71652
C 1.04996 -1.29686 6.57336
C 0.75412 -0.80661 5.31635
H 2.44755 -3.09558 3.45128
H 2.96025 -3.95646 5.71230
H 2.09559 -2.78688 7.70334
H 0.65327 -0.80454 7.44870
H 0.13334 0.06886 5.19587
```



No. 3
This record from the Open Molecules 2025 dataset describes C19H12BCl5N9SSe4W as an isolated structure. The level of theory is ωB97M-V with the def2-TZVPD basis set.

Computed properties:
- ⟨S²⟩ = 0.813
- LUMO (alpha / beta) (eV) = -9.50 / -9.51
- 2S+1 = 2
- frontier orbital gap (alpha / beta) (eV) = 4.11 / 4.42
- net charge = +2

```
52
C19H12BCl5N9SSe4W (ωB97M-V with the def2-TZVPD basis set)
W 0.60153 1.12260 0.14594
C -3.00543 0.60811 -2.12177
C -1.81198 1.25466 -1.85826
N -1.06542 0.51743 -1.00384
N -1.78627 -0.60409 -0.72541
C -2.95129 -0.56054 -1.37522
B -1.16177 -1.75482 0.13368
N 0.28797 -1.93561 -0.42584
C 0.92950 -3.05015 -0.78354
C 2.25140 -2.72737 -1.05068
C 2.34314 -1.36500 -0.81943
N 1.14241 -0.88320 -0.44251
N -0.96550 -1.20950 1.55883
C -1.24975 -1.74225 2.75029
C -0.81929 -0.86641 3.73704
C -0.26182 0.20138 3.05740
N -0.34260 -0.01003 1.72488
N -1.94048 -3.00885 0.05550
C -2.47129 -3.59104 -1.06676
C -3.06714 -4.76051 -0.69396
C -2.84015 -4.84588 0.69203
N -2.16445 -3.80970 1.12341
H -3.79744 0.93832 -2.75983
H -1.45011 2.20169 -2.23812
H -3.68270 -1.33817 -1.27872
H 0.42894 -3.99884 -0.82084
H 3.03191 -3.38932 -1.36546
H 3.20529 -0.71691 -0.90176
H -1.72174 -2.70965 2.79139
H -0.90689 -0.99972 4.79563
H 0.16890 1.11752 3.43771
H -2.36010 -3.14104 -2.03384
H -3.60157 -5.45016 -1.31200
H -3.12684 -5.62758 1.36421
Cl 1.40532 1.18228 -2.61630
C 2.28907 2.50435 -1.87440
C 1.84233 2.73138 -0.56943
C 2.54653 3.72176 0.13033
Cl 2.09031 3.96853 1.77279
C 3.60470 4.43979 -0.42729
Cl 4.43746 5.61285 0.49216
C 3.98213 4.18041 -1.75717
Cl 5.25542 5.06031 -2.46260
C 3.32242 3.18290 -2.50035
Cl 3.78634 2.82394 -4.10692
Se -0.78779 2.96068 0.90868
Se -2.84758 5.52090 1.82419
Se -4.14864 3.82844 2.13756
Se -2.75381 1.84637 1.41221
S 4.71195 0.80789 2.31324
C 3.26767 0.85080 1.75311
N 2.15726 0.91104 1.28006
```



No. 4
This record from the Open Molecules 2025 dataset describes C19H12N3O4Ru as an isolated structure. The level of theory is ωB97M-V with the def2-TZVPD basis set.

Computed properties:
- LUMO (alpha / beta) (eV) = -5.98 / -5.99
- 2S+1 = 1
- frontier orbital gap (alpha / beta) (eV) = 6.33 / 6.32
- net charge = +1

```
39
C19H12N3O4Ru (ωB97M-V with the def2-TZVPD basis set)
Ru 0.00069 0.18151 0.90267
O -3.43621 1.97942 -0.00217
C -2.29030 1.67860 0.08677
O -1.82501 0.73571 0.95058
C -1.16834 2.34433 -0.68890
C -1.21745 3.42366 -1.54744
C 0.00024 3.93746 -1.99981
C 1.21810 3.42332 -1.54829
C 1.16930 2.34397 -0.68977
N 0.00052 1.82194 -0.35831
C 2.29163 1.67775 0.08504
O 3.43762 1.97803 -0.00468
O 1.82654 0.73495 0.94914
H -2.16716 3.85863 -1.82532
H 0.00012 4.78202 -2.67583
H 2.16773 3.85798 -1.82688
C -0.00118 2.29572 6.00512
C -0.00115 0.93198 6.27969
C -0.00022 0.01264 5.25057
C 0.00077 0.46965 3.93192
C 0.00082 1.83199 3.65133
C -0.00018 2.74338 4.69351
N 0.00130 -0.45904 2.84839
N 0.00186 -1.67314 3.13270
C 0.00150 -2.44222 1.96793
C 0.00210 -3.81863 1.98269
C 0.00133 -4.48309 0.75468
C 0.00016 -3.79204 -0.45086
C -0.00030 -2.40142 -0.46232
C 0.00038 -1.72453 0.75137
H -0.00198 3.00887 6.81824
H -0.00197 0.58535 7.30375
H -0.00038 -1.04722 5.45412
H 0.00163 2.19526 2.63370
H -0.00017 3.80288 4.47879
H 0.00307 -4.36008 2.91827
H 0.00173 -5.56487 0.74326
H -0.00031 -4.33956 -1.38316
H -0.00110 -1.85485 -1.39802
```